(1)
12 unconnected molecules or ions with the total composition C48H89N7O10S5 in a non-equilibrium geometry. Source: the OMol25 dataset; level of theory: ωB97M-V/def2-TZVPD.

Atoms and positions in Å:
C -6.41627 -3.30304 -1.38368
C -6.28641 -1.78585 -0.90367
C -5.06742 -1.27488 -1.65488
S -3.88983 -2.56614 -1.47908
O -3.17204 -2.32859 -0.22001
O -3.12393 -2.67922 -2.70473
C -5.09664 -3.93118 -1.42279
H -6.90333 -3.30754 -2.38778
H -7.02695 -3.86973 -0.65797
H -6.13760 -1.61988 0.17917
H -7.24613 -1.37914 -1.26874
H -4.59866 -0.38250 -1.29185
H -5.19181 -1.18827 -2.72248
H -4.90968 -4.41524 -0.46459
H -4.88192 -4.60116 -2.26218
C -1.87257 -6.09689 -5.96416
C -0.80245 -5.70864 -4.97207
C -1.42028 -5.63183 -3.59342
S -2.51498 -7.06049 -3.55121
O -3.82291 -6.75858 -3.04647
O -1.73851 -8.16558 -2.95663
C -2.57543 -7.38470 -5.29605
H -1.41573 -6.36674 -6.94287
H -2.62578 -5.33833 -6.11975
H -0.43139 -4.73247 -5.22072
H 0.03682 -6.37444 -5.09044
H -1.93475 -4.69190 -3.47562
H -0.71887 -5.73794 -2.78940
H -3.62831 -7.56746 -5.54926
H -2.09264 -8.37149 -5.35230
C -0.27465 3.23364 2.97100
C -0.69192 4.71105 3.28696
C 0.51813 5.38640 3.86260
S 1.86773 4.19898 3.99864
O 1.56328 3.49811 5.21662
O 3.09046 4.83393 3.68033
C 1.23156 3.17403 2.73910
H -0.82115 2.89320 2.10093
H -0.59727 2.58871 3.78429
H -1.64096 4.68907 3.80518
H -0.83517 5.17046 2.34183
H 0.37553 5.84732 4.87197
H 0.86480 6.19379 3.19931
H 1.80997 2.27455 2.72407
H 1.42208 3.67944 1.75977
C -2.23624 0.51600 4.32164
C -2.73095 0.49184 2.85351
C -2.58720 -0.99050 2.51203
S -1.32114 -1.74215 3.59391
O -0.22218 -2.21425 2.78190
O -1.94967 -2.64235 4.54843
C -0.96790 -0.26559 4.39804
H -2.93159 -0.01524 4.92746
H -2.12921 1.56682 4.70088
H -2.09809 1.04058 2.12768
H -3.76624 0.77089 2.77327
H -2.22132 -1.05836 1.51378
H -3.49346 -1.65037 2.65020
H -0.01712 0.16044 4.02008
H -0.69663 -0.52939 5.40845
C 0.29953 -2.19011 -0.32297
C 0.17115 -1.51727 -1.76651
C 0.13170 -0.01212 -1.60760
S 0.92285 0.31786 0.07621
O -0.04528 0.95714 0.98178
O 2.19264 1.07162 -0.09733
C 1.33544 -1.36127 0.48079
H 0.71203 -3.20498 -0.42126
H -0.65549 -2.26445 0.24440
H -0.68232 -1.90054 -2.31530
H 1.07263 -1.82939 -2.29824
H -0.92070 0.38711 -1.53848
H 0.69148 0.45933 -2.43278
H 1.26072 -1.60802 1.52366
H 2.40663 -1.47433 0.10272
C 3.67478 1.56971 -4.75637
C 3.31646 1.47118 -3.24148
C 4.14406 0.39252 -2.52341
C 3.99066 -0.88091 -3.15897
N 3.70797 -1.89647 -3.55890
H 3.42120 0.55805 -5.14422
H 4.75371 1.69852 -4.95382
H 3.10149 2.31306 -5.25608
H 2.22890 1.17837 -3.18361
H 3.53782 2.41033 -2.70397
H 3.80519 0.37292 -1.50699
H 5.19196 0.71941 -2.56839
C 2.86927 -5.90541 0.98489
C 2.03080 -5.05873 1.88903
C 0.48624 -5.24460 1.64040
C 0.08383 -6.46264 2.29361
N -0.01947 -7.39742 2.96074
H 2.86493 -5.43432 -0.02464
H 2.62355 -6.93399 0.94206
H 3.94132 -5.93459 1.32002
H 2.23870 -4.02341 1.66398
H 2.31068 -5.23086 2.92696
H 0.28425 -5.25296 0.56328
H -0.18159 -4.47064 2.10510
C 2.98943 -0.66701 7.12821
C 4.25569 0.04342 6.64676
C 3.89232 1.14189 5.60057
C 3.12405 0.53569 4.55811
N 2.65785 -0.01743 3.70702
H 2.25029 -1.02514 6.39042
H 2.45784 0.11621 7.72064
H 3.28395 -1.59311 7.70205
H 4.79034 -0.70157 6.14137
H 4.87847 0.37128 7.49519
H 4.79980 1.68011 5.18708
H 3.24614 1.90233 6.09310
C -2.93582 6.07108 0.68453
C -3.15425 4.59515 0.69289
C -2.91812 3.90146 -0.66168
C -3.50019 2.52642 -0.85037
N -3.95342 1.46403 -0.94242
H -1.92578 6.36651 0.24484
H -3.04977 6.33539 1.74983
H -3.65141 6.64561 0.09556
H -4.14552 4.28033 0.95306
H -2.50117 4.07103 1.39964
H -1.81679 3.77658 -0.70369
H -3.21207 4.46810 -1.57352
C 3.52116 5.21176 -2.59534
C 3.75721 5.35451 -1.08592
C 3.01510 4.32861 -0.25120
C 1.55790 4.37672 -0.46287
N 0.44723 4.26103 -0.77276
H 3.82083 6.16631 -3.10502
H 2.50131 4.92865 -2.96572
H 4.21176 4.45931 -3.02478
H 3.50568 6.34671 -0.79521
H 4.82935 5.24186 -0.92163
H 3.25189 4.53605 0.78853
H 3.35143 3.34576 -0.57154
C 5.54976 -1.21896 1.07383
C 5.77551 -0.30635 2.20063
C 4.98347 0.96837 1.97075
C 5.45940 1.69413 0.80915
N 5.83019 2.23673 -0.15039
H 4.47251 -1.43516 1.02939
H 6.08820 -2.14857 1.19948
H 5.74163 -0.80014 0.05264
H 6.79251 0.04301 2.13952
H 5.62061 -0.73986 3.18379
H 4.92923 1.71168 2.77768
H 3.91554 0.72237 1.86381
C -3.69260 3.33825 -5.96827
C -3.99957 2.21159 -5.01235
C -5.32553 2.44891 -4.13200
C -5.27180 3.74145 -3.41421
N -5.15468 4.71569 -2.87917
H -3.61252 4.37237 -5.49991
H -4.45350 3.36980 -6.73224
H -2.71718 3.19660 -6.40313
H -3.15976 2.07375 -4.27611
H -4.07590 1.25713 -5.56539
H -5.40914 1.65628 -3.42397
H -6.22589 2.46641 -4.76582

Its total charge is 0.

(2)
16 unconnected molecules or ions with the total composition C48H96O32S8 in a non-equilibrium geometry. Source: the OMol25 dataset; level of theory: ωB97M-V/def2-TZVPD.

Atoms and positions in Å:
C -0.65559 3.39776 0.47666
C -0.30166 3.22234 2.00039
C 0.29001 4.43538 2.73329
O -0.57008 4.53425 3.83335
C -1.41747 3.58027 3.92576
O -2.26179 3.59732 4.79131
O -1.43575 2.85244 2.76159
H -1.27771 2.61190 0.04829
H 0.23326 3.21902 -0.12840
H -1.04112 4.39993 0.28932
H 0.42727 2.42504 2.14550
H 0.19430 5.26945 2.03811
H 1.34730 4.25608 2.92845
C 0.45926 8.80303 -5.07507
C 1.65154 9.43086 -4.33376
C 1.69138 9.47290 -2.82445
O 2.85983 8.72733 -2.39724
C 3.56522 8.35840 -3.51309
O 4.68477 7.91391 -3.46446
O 2.82964 8.79082 -4.62404
H -0.52343 9.24503 -4.91059
H 0.43196 7.76471 -4.74453
H 0.72956 8.87431 -6.12861
H 1.68547 10.44885 -4.72189
H 0.78473 9.16298 -2.30479
H 1.88449 10.47752 -2.44824
C -2.14615 -2.72367 -5.28035
C -3.03860 -3.43071 -6.28491
C -3.46282 -2.48487 -7.37635
O -3.18237 -3.15979 -8.56710
C -2.75831 -4.36111 -8.26124
O -2.83495 -5.31695 -9.07261
O -2.28310 -4.38695 -7.05183
H -2.57815 -1.81155 -4.86864
H -1.19174 -2.46083 -5.73655
H -1.83182 -3.35576 -4.44983
H -3.90706 -3.79926 -5.73898
H -2.80198 -1.62065 -7.44344
H -4.48913 -2.21358 -7.12900
C -3.52858 5.55232 -7.94659
C -2.16216 5.65646 -8.60518
C -1.68856 7.07353 -8.81649
O -0.35335 7.04949 -8.34844
C -0.08122 5.91792 -7.70793
O 0.93517 5.65359 -7.08486
O -1.18473 5.15694 -7.67190
H -4.33932 5.97698 -8.53859
H -3.52509 6.18006 -7.05550
H -3.91860 4.55071 -7.76561
H -2.11439 5.08297 -9.53088
H -2.29829 7.70384 -8.16915
H -1.79149 7.43192 -9.84071
C -3.50520 0.09475 2.00870
C -4.17286 -1.29501 1.88854
C -3.14147 -2.44961 2.01776
O -3.37790 -3.02894 3.27031
C -4.53037 -2.47057 3.83969
O -5.09456 -2.90794 4.84190
O -4.97378 -1.45370 3.08294
H -2.72008 0.41115 1.32200
H -3.04263 0.25671 2.98229
H -4.37134 0.75627 1.99127
H -4.68733 -1.37872 0.93124
H -2.12574 -2.07564 1.88909
H -3.25259 -3.18613 1.22198
C -5.63850 -1.42709 -4.64630
C -5.30771 -1.93015 -3.25353
C -5.03140 -0.92977 -2.15826
O -5.90424 -1.23988 -1.14721
C -6.84294 -2.13966 -1.53784
O -7.87899 -2.47857 -0.91511
O -6.57514 -2.47645 -2.84886
H -5.99895 -2.27572 -5.22768
H -4.82472 -0.95448 -5.19630
H -6.45014 -0.70085 -4.60261
H -4.48811 -2.64701 -3.20377
H -5.30110 0.00479 -2.65012
H -4.02695 -0.90497 -1.73567
C 0.98159 4.49946 -2.76951
C 1.49104 3.99142 -4.15107
C 2.79475 4.55607 -4.65365
O 3.50767 3.35984 -5.04576
C 2.82812 2.21973 -4.71636
O 3.24963 1.07344 -4.99946
O 1.70723 2.52639 -4.01488
H -0.06218 4.21063 -2.64619
H 1.25572 5.55053 -2.67897
H 1.38170 3.94706 -1.91930
H 0.82815 4.08413 -5.01135
H 3.24953 5.05846 -3.79991
H 2.64261 5.24500 -5.48453
C 2.52663 -0.04469 -0.81738
C 1.11772 0.22369 -1.46405
C 0.86299 -0.56422 -2.76110
O -0.47187 -1.07165 -2.50632
C -0.84324 -0.90504 -1.21258
O -1.91231 -1.27550 -0.67119
O 0.10277 -0.27520 -0.54398
H 2.60389 0.56768 0.08102
H 3.39739 0.23404 -1.41085
H 2.52253 -1.07983 -0.47595
H 1.06694 1.30787 -1.56441
H 1.60288 -1.35205 -2.90250
H 0.93847 0.07446 -3.64116
C -7.16865 -0.58388 -7.98430
S -7.00358 0.79997 -6.73186
O -5.49995 1.05838 -6.45274
C -7.71603 2.10072 -7.87866
H -6.80276 -0.32936 -8.97901
H -8.18664 -0.94206 -8.13755
H -6.58539 -1.44700 -7.66349
H -8.61033 1.73786 -8.38527
H -6.93589 2.32215 -8.60699
H -7.99038 3.01348 -7.34979
C 1.38201 2.18233 -7.86479
S 1.14826 1.54698 -9.60949
O -0.24045 1.01744 -9.68989
C 1.37012 3.07625 -10.53635
H 2.27722 2.80279 -7.90629
H 1.46141 1.38489 -7.12596
H 0.50148 2.71421 -7.50439
H 2.38687 3.46800 -10.50702
H 0.55746 3.75518 -10.27801
H 1.12677 2.81789 -11.56694
C -6.17892 3.84227 -4.64824
S -6.67827 2.41357 -3.55817
O -5.76113 2.37648 -2.33525
C -8.23427 3.21901 -2.88172
H -6.15828 4.76175 -4.06324
H -6.80611 3.94773 -5.53347
H -5.20414 3.54378 -5.03395
H -8.93360 3.12512 -3.71251
H -8.12204 4.27969 -2.65709
H -8.55281 2.66445 -1.99904
C -2.91407 7.34779 -4.46020
S -3.39001 5.74214 -3.59915
O -2.24054 5.35419 -2.67475
C -4.69735 6.37989 -2.50526
H -1.96672 7.21284 -4.98214
H -2.72880 8.17272 -3.77224
H -3.64165 7.61624 -5.22614
H -5.32086 7.05781 -3.08815
H -4.19471 6.95836 -1.73013
H -5.22971 5.57203 -2.00321
C -3.02849 1.59454 -3.55269
S -1.39939 1.47227 -4.28658
O -1.26040 0.19232 -5.05277
C -1.70165 2.91863 -5.39902
H -3.43033 2.57424 -3.29422
H -3.02183 0.97683 -2.65465
H -3.73803 1.18401 -4.27110
H -0.78204 3.15757 -5.93317
H -2.05170 3.86915 -4.99645
H -2.46001 2.46993 -6.04063
C -2.81912 0.26225 -11.66357
S -4.28497 0.53096 -10.62203
O -4.64494 -0.92660 -10.40435
C -3.51837 0.96884 -9.06725
H -2.29596 1.19962 -11.85258
H -3.09169 -0.10546 -12.65281
H -2.07800 -0.41118 -11.23308
H -4.17494 1.25325 -8.24498
H -2.82074 1.80617 -9.08459
H -2.97520 0.09532 -8.70664
C 0.15110 -1.94083 -8.48425
S 1.54237 -2.89118 -7.71184
O 2.70930 -3.10070 -8.67242
C 2.07655 -1.76869 -6.43408
H -0.22500 -1.13481 -7.85416
H -0.56116 -2.69116 -8.82746
H 0.52221 -1.36348 -9.33102
H 3.02860 -2.05445 -5.98681
H 1.31696 -1.82407 -5.65431
H 2.11746 -0.75708 -6.83793
C -3.97773 4.68913 0.48263
S -4.37341 6.06339 1.66585
O -5.04250 7.12464 0.80130
C -5.74924 5.25179 2.61480
H -3.22302 4.95625 -0.25708
H -4.88768 4.36694 -0.02361
H -3.52932 3.83965 0.99780
H -6.37153 4.75174 1.87262
H -6.42084 5.99872 3.03807
H -5.40349 4.61337 3.42781

Its total charge is 0.

ΔE to the lowest compared entry with this formula, charge and spin: 0.269, 0.750 (eV)
Orbital gap: 10.513, 7.361 (eV)
Calculated total energy: -5008.8150, -7479.4474 (a.u.)